ORCA calculation (the ωB97M-V functional and the def2-TZVPD basis) on 2 unconnected molecules or ions with the total composition C6H12N2.

Structure (XYZ):
```
20
Properties=species:S:1:pos:R:3:forces:R:3
C 0.87932 0.15947 1.33551 1.341 0.924 1.454
C -0.07832 1.17092 0.76553 -0.219 1.626 0.046
C -0.28498 2.41330 1.36683 0.946 -1.087 0.998
N -1.21805 3.07522 0.64983 -0.394 0.160 -1.275
C -1.50547 2.30047 -0.42582 0.868 -1.649 0.271
N -0.85165 1.14509 -0.36488 -0.247 0.136 -0.228
H 1.49328 -0.55699 0.80239 -0.936 0.132 -0.661
H 0.46885 -0.32407 2.22490 -0.198 -0.242 -0.254
H 1.72208 0.74704 1.74628 -0.443 0.207 0.203
H 0.17225 2.83185 2.25595 -0.194 -0.050 -0.168
H -1.54156 4.01876 0.74805 0.100 0.093 0.291
H -2.12218 2.53720 -1.26373 -0.428 0.453 -0.016
C 0.34527 -2.87829 -1.89965 0.764 0.232 1.662
C 0.34849 -1.97629 -0.63878 -1.634 -0.153 -0.735
H -0.22873 -2.51549 -2.73268 0.242 0.462 -0.458
H 1.42412 -2.98780 -2.00791 -0.179 -0.358 -1.374
H -0.07491 -3.84895 -1.65639 0.091 -0.238 0.106
H -0.52155 -2.24299 -0.02255 0.157 0.525 0.061
H 0.35611 -0.89269 -0.82437 -0.319 -0.685 -0.355
H 1.21762 -2.17576 -0.05852 0.685 -0.488 0.431
```
Forces are in eV/Å.

F_max	2.18	eV/Å
relative energy (zero: lowest compared OMol25 entry of this formula, charge and spin)	1.002	eV
SMILES	Cc1c[nH]cn1.CC

ORCA calculation (the ωB97M-V functional and the def2-TZVPD basis) on a molecular structure, C21H24CrN2OP2.

Structure (XYZ):
```
51
Properties=species:S:1:pos:R:3:forces:R:3
C -1.47755 3.37360 -1.72957 0.047 -1.149 0.489
C -1.28962 2.05031 -1.32864 -0.612 0.489 0.121
C -0.01036 1.45583 -1.43791 0.919 -0.714 0.681
C 1.07328 2.24111 -1.91524 -0.355 -0.065 0.101
C 0.85141 3.59612 -2.29992 -0.256 0.237 0.066
C -0.40852 4.14891 -2.20013 0.966 0.057 -0.321
C 2.32601 1.63798 -1.91966 0.497 -0.121 -1.558
C 2.48953 0.25138 -1.84537 -0.108 -0.371 0.167
C 1.37210 -0.51257 -1.40900 -0.489 1.274 0.815
C 1.46519 -1.92005 -1.29036 0.034 -0.787 0.484
C 2.68653 -2.54005 -1.53724 -1.093 0.354 0.290
C 3.80652 -1.79654 -1.93144 0.528 0.887 -0.327
C 3.71100 -0.43132 -2.11720 0.225 -0.248 0.127
H -2.47058 3.81592 -1.63375 0.257 -0.139 -0.072
H 1.70644 4.16509 -2.67106 -0.335 -0.065 0.123
H -0.58084 5.18657 -2.47213 0.078 -0.197 -0.028
H 3.17233 2.22183 -2.26345 0.127 0.120 0.295
H 2.76876 -3.61790 -1.39589 -0.030 0.241 -0.132
H 4.75351 -2.30907 -2.08678 -0.196 0.172 -0.067
H 4.56192 0.16480 -2.45317 -0.170 -0.292 0.108
N 0.27738 0.19370 -0.89322 0.079 0.177 -4.482
Cr -0.00735 -0.14412 0.92719 -2.695 2.611 3.645
C -2.39062 1.29077 -0.63496 0.033 0.278 0.014
H -2.51459 0.27500 -1.03762 0.023 0.253 0.123
H -3.34663 1.82367 -0.67557 0.120 -0.074 -0.227
C 0.26997 -2.71901 -0.78944 0.158 -0.340 -0.173
H -0.65270 -2.45201 -1.32667 0.280 -0.094 0.052
H 0.44762 -3.79617 -0.87628 0.004 0.122 -0.380
P -1.91358 1.13455 1.13411 -1.108 -0.976 -0.585
P -0.03717 -2.38661 0.98527 0.161 -1.010 -0.559
C 1.28998 -3.26876 1.84141 0.001 -0.134 0.223
H 1.11563 -3.18288 2.92241 0.106 -0.057 -0.234
H 1.28572 -4.32772 1.54403 0.031 0.268 0.151
H 2.26240 -2.82059 1.60667 -0.202 -0.103 0.028
C -1.55537 -3.26152 1.41509 -0.105 -0.264 0.066
H -1.41334 -4.34126 1.26775 -0.162 0.242 0.071
H -1.78273 -3.05510 2.46980 0.019 -0.082 -0.258
H -2.38359 -2.90436 0.78979 0.207 -0.152 0.154
C -2.28017 2.74515 1.87632 0.362 0.102 0.126
H -3.30600 3.05855 1.63923 0.239 -0.215 0.096
H -2.15937 2.64975 2.96251 -0.032 0.118 -0.194
H -1.57148 3.49169 1.50147 -0.147 -0.099 0.127
C -3.24218 0.09355 1.81752 -0.541 0.067 0.154
H -3.07569 -0.02928 2.89274 -0.026 0.011 -0.172
H -4.21955 0.56875 1.65574 0.145 -0.105 0.070
H -3.25462 -0.90070 1.35579 0.108 0.278 0.044
C 1.72956 0.08670 1.60824 7.296 0.573 1.144
O 2.86760 0.12962 1.91589 -4.999 -0.135 -0.986
H -0.15073 1.65952 0.97980 0.679 -1.067 0.538
N -0.45627 -0.44145 4.11585 0.118 0.060 -2.367
C -0.33919 -0.35140 2.94705 -0.186 0.063 2.429
```
Forces are in eV/Å.

2S+1	4
<S²>	3.831
F_max	7.41	eV/Å
relative energy (zero: lowest compared OMol25 entry of this formula, charge and spin)	0.000	eV
charge	+1

ORCA calculation (the ωB97M-V functional and the def2-TZVPD basis) on a gas-phase ion, C10H15N2O2 (charge -1).

Structure (XYZ):
```
29
Properties=species:S:1:pos:R:3:forces:R:3
C 1.55924 -2.75539 -0.03309 1.500 -0.156 0.870
C 1.20658 -1.29229 0.26749 -0.231 1.597 0.297
C 0.41370 -0.44541 -0.77022 -1.286 0.333 -1.973
O 0.77483 -0.42087 -2.02721 0.222 -0.624 1.579
C -1.28651 -1.00514 -0.55344 1.805 -0.173 -1.079
C -1.68417 -2.15336 -1.05202 0.272 1.031 2.245
N -1.94032 -3.36747 -1.14677 0.681 0.567 -0.559
C -1.88945 0.00794 0.28496 -0.878 -0.030 -0.899
O -3.05110 -0.05930 0.70706 0.542 0.387 0.323
N -1.01706 1.05542 0.54950 -1.349 -2.499 0.275
C -1.39992 1.86542 1.62518 -2.013 3.146 -1.059
C 0.26281 1.12582 -0.17177 -1.897 -1.059 1.202
C 1.38759 1.53646 0.77020 -0.774 0.644 -2.473
C 0.03843 2.18023 -1.20031 1.753 0.753 -2.199
H 2.67355 -2.96525 0.13082 -1.217 0.614 -0.047
H 1.09608 -3.42982 0.70330 -0.345 0.017 -0.759
H 1.44097 -3.02532 -1.08323 -0.658 0.004 0.151
H 2.10583 -0.68343 0.18780 0.611 -0.383 0.635
H 0.69885 -1.05173 1.27965 0.969 -0.965 -1.351
H -1.95399 -3.67784 -2.10791 -0.544 -0.216 -0.410
H -0.64175 1.86480 2.32912 1.404 0.240 1.824
H -1.58147 2.98740 1.29303 0.388 -1.777 0.560
H -2.36426 1.53572 2.05300 0.640 -0.046 -0.301
H 2.28683 1.46751 0.18695 0.643 0.606 -0.389
H 1.51803 0.81104 1.47962 0.088 -1.236 2.452
H 1.14782 2.53915 1.08637 0.482 0.264 0.545
H 0.54469 3.15853 -1.14208 -0.330 -0.042 1.184
H -0.94652 2.35001 -1.59442 -0.674 -0.242 0.340
H 0.60069 1.84716 -2.05157 0.198 -0.753 -0.984
```
Forces are in eV/Å.

F_max	3.88	eV/Å
relative energy (zero: lowest compared OMol25 entry of this formula, charge and spin)	0.194	eV
SMILES	CC[C@@]1([O-])C(=C=N)C(=O)N(C)C1(C)C
charge	-1

| no. | M (g mol⁻¹) |
| --- | --- |
| 1 | 112.176 |
| 2 | 434.380 |
| 3 | 195.242 |